Record 1
18
Properties=species:S:1:pos:R:3:mulliken_charge:R:1 method="wB97M-V/def2-TZVPD" multiplicity=1 homo_lumo_gap_ev=9.309 smiles=C#CC1(NC)CNC1 e_homo_ha=-0.3118 lumo_energy_ev=0.824 e_above_lowest_kj_mol=827.71
N 0.55 0.34 1.95 -0.510
N -0.86 -0.47 -1.02 -0.359
C -0.13 0.99 0.99 -0.609
C 0.60 -1.04 1.12 -0.589
C 0.14 -0.11 -0.15 1.693
C 1.19 0.42 -0.79 -0.957
C 1.83 0.69 -1.97 -0.571
C -2.28 -0.57 -0.51 -0.881
H 0.04 0.19 2.88 0.256
H 0.17 2.15 0.86 0.221
H -2.64 0.54 0.04 0.237
H -1.18 1.00 1.19 0.308
H -2.79 -0.84 -1.40 0.427
H -0.09 -1.93 1.57 0.219
H -2.61 -1.66 0.00 0.192
H -1.02 -0.11 -2.03 0.345
H 1.68 -1.53 1.18 0.253
H 2.51 0.72 -2.97 0.325

Record 2
14
Properties=species:S:1:pos:R:3:mulliken_charge:R:1 method="wB97M-V/def2-TZVPD" multiplicity=1 homo_lumo_gap_ev=8.667 e_homo_ha=-0.3271 lumo_energy_ev=-0.234 e_above_lowest_kj_mol=582.21
O -0.38 2.23 -0.32 -0.556
N -1.11 0.71 1.22 -0.623
C 1.03 1.04 -0.98 0.013
C 0.96 -1.54 -0.24 -0.155
C 1.03 -0.13 -0.61 -0.291
C -1.27 1.47 0.16 0.061
C -0.32 -1.21 0.42 -0.638
H -1.23 -1.34 -0.14 0.330
H -0.41 -1.34 1.49 0.344
H -2.20 1.32 -0.41 0.386
H 1.44 1.87 -1.52 0.389
H 1.76 -1.86 0.43 0.217
H 0.89 -2.21 -1.11 0.231
H -0.20 0.99 1.62 0.291

Record 3
20
Properties=species:S:1:pos:R:3:mulliken_charge:R:1 method="wB97M-V/def2-TZVPD" multiplicity=1 homo_lumo_gap_ev=9.882 smiles=NCCNCCN e_homo_ha=-0.3246 lumo_energy_ev=1.049 e_above_lowest_kj_mol=123.95
N -0.02 0.10 0.28 -0.381
N -1.06 -2.57 0.26 -0.477
N -0.58 2.76 0.94 -0.617
C -0.26 2.54 -0.47 -0.491
C 0.93 -1.03 0.30 -0.474
C 0.60 1.21 -0.46 -0.754
C 0.34 -2.39 -0.11 -0.575
H 1.74 -0.86 -0.39 0.297
H 1.59 1.47 -0.09 0.423
H -1.04 2.41 -1.25 0.283
H -0.70 1.84 1.37 0.313
H -1.67 -3.08 -0.35 0.168
H -0.84 -0.12 -0.28 0.211
H -1.30 -2.84 1.21 0.162
H 0.30 -2.37 -1.22 0.348
H 1.26 -1.20 1.33 0.271
H -1.48 3.23 1.01 0.236
H 0.81 0.87 -1.50 0.487
H 0.92 -3.26 0.22 0.305
H 0.47 3.27 -0.82 0.266

Record 4
10
Properties=species:S:1:pos:R:3:mulliken_charge:R:1 method="wB97M-V/def2-TZVPD" multiplicity=1 homo_lumo_gap_ev=8.521 e_homo_ha=-0.2957 lumo_energy_ev=0.474 e_above_lowest_kj_mol=343.10
O -4.95 -0.42 -1.07 -0.419
O -3.74 0.20 0.80 -0.336
N -2.04 1.54 -1.33 -0.338
N 2.33 0.10 1.33 -0.035
N 3.02 0.87 0.76 -0.444
C -4.33 -0.11 -0.14 0.757
C -2.78 1.14 -2.11 0.038
H 1.67 -0.67 0.91 0.238
H 2.44 -0.06 2.45 0.241
H -3.47 0.87 -2.85 0.297

Record 5
29
Properties=species:S:1:pos:R:3:mulliken_charge:R:1 method="wB97M-V/def2-TZVPD" multiplicity=1 homo_lumo_gap_ev=7.407 total_charge=+1 e_homo_ha=-0.4363 lumo_energy_ev=-4.464
Pd 0.65 -0.28 -1.12 0.462
As 2.33 0.22 -3.58 0.874
S 3.69 -0.44 -5.14 -0.123
S 2.78 0.42 -1.52 -0.250
S 3.02 1.56 -5.15 -0.127
S 0.29 -0.32 -3.38 -0.275
O 0.37 1.30 0.85 0.061
O -1.32 -0.99 -0.69 -0.204
O 0.92 -1.30 0.96 -0.293
C -0.22 2.60 0.77 -0.864
C -2.46 -0.25 -1.14 -0.688
C 0.41 0.78 2.16 -0.552
C 1.23 -0.49 2.10 -0.619
C -1.49 -1.51 0.63 -0.340
C -0.21 -2.18 1.06 -0.591
H -2.24 0.15 -2.13 0.246
H -0.30 -2.56 2.08 0.401
H -2.67 0.57 -0.45 0.273
H 0.31 3.30 1.42 0.307
H -1.28 2.56 1.05 0.315
H -3.32 -0.92 -1.20 0.286
H 0.91 1.48 2.84 0.520
H -0.13 2.93 -0.27 0.238
H -0.60 0.62 2.54 0.309
H 0.01 -3.01 0.39 0.294
H -2.30 -2.24 0.62 0.479
H 2.29 -0.25 1.98 0.291
H -1.78 -0.69 1.30 0.237
H 1.11 -1.07 3.01 0.330

Record 6
31
Properties=species:S:1:pos:R:3:mulliken_charge:R:1 method="wB97M-V/def2-TZVPD" multiplicity=1 homo_lumo_gap_ev=7.214 smiles="O=C1c2ccccc2C(=O)c2c1c(C(=O)O)c1ccccn21" e_homo_ha=-0.3090 lumo_energy_ev=-1.195 e_above_lowest_kj_mol=195.50
O 2.53 0.63 3.98 -0.618
O 1.69 -1.34 3.78 -0.423
O -0.67 -2.38 2.97 -0.539
O -1.90 0.57 -1.37 -0.679
N 0.05 1.69 0.76 0.102
C 0.73 1.75 1.95 0.837
C -1.58 -1.55 -0.48 0.313
C -1.39 -0.11 -0.49 0.661
C -0.59 -1.77 1.93 0.189
C -1.98 -4.27 -0.57 -0.303
C 0.06 2.80 -0.07 -0.221
C 1.50 2.90 2.39 -0.573
C -0.50 0.40 0.58 -0.536
C 1.67 4.02 1.50 -0.524
C -1.41 -3.70 0.56 -0.676
C -0.14 -0.36 1.68 0.695
C -2.31 -2.20 -1.50 -0.460
C -2.44 -3.51 -1.67 -0.638
C 0.79 3.90 0.25 -0.561
C -1.21 -2.34 0.62 0.697
C 1.71 -0.05 3.50 0.472
C 0.77 0.51 2.56 -0.655
H 1.88 2.89 3.41 0.404
H -2.76 -1.66 -2.29 0.429
H -0.44 2.77 -0.96 0.491
H -1.96 -5.36 -0.68 0.332
H 2.20 4.91 1.86 0.383
H -2.94 -3.93 -2.58 0.357
H 0.85 4.80 -0.42 0.302
H 2.39 -1.44 4.47 0.344
H -0.93 -4.19 1.44 0.398

Record 7
14
Properties=species:S:1:pos:R:3:mulliken_charge:R:1 method="wB97M-V/def2-TZVPD" multiplicity=1 homo_lumo_gap_ev=10.033 smiles="C=CC=O.C=CBr" e_homo_ha=-0.3609 lumo_energy_ev=0.211 e_above_lowest_kj_mol=151.50
Br -0.06 -1.76 3.31 -0.155
O 0.63 -2.21 -2.56 -0.445
C -1.17 0.76 2.53 -0.556
C 0.90 -0.23 -1.31 0.230
C 0.72 -1.03 -2.49 -0.125
C -0.97 -0.49 2.10 -0.244
C 0.86 1.09 -1.38 -0.744
H -1.55 -0.95 1.27 0.394
H 0.95 1.75 -0.59 0.335
H 1.06 -0.82 -0.39 0.339
H 0.64 -0.40 -3.47 0.233
H 0.54 1.54 -2.34 0.181
H -0.81 1.26 3.35 0.309
H -1.74 1.49 1.97 0.250

Record 8
135
Properties=species:S:1:pos:R:3:mulliken_charge:R:1 method="wB97M-V/def2-TZVPD" s_squared=8.75 multiplicity=6 homo_lumo_gap_ev="5.895 / 5.787" total_charge=+1 e_homo_ha="-0.3843 / -0.3843" lumo_energy_ev="-4.563 / -4.671" e_above_lowest_kj_mol=0.00
Mn 11.70 -22.64 30.39 1.022
F 11.48 -26.30 29.50 -0.363
F 13.10 -27.59 30.03 -0.096
F 13.47 -25.82 28.84 -0.373
O 14.41 -25.20 31.11 -0.089
O 16.87 -27.97 29.65 0.108
O 11.01 -23.07 28.42 -0.263
O 12.36 -24.31 31.05 -0.799
O 13.24 -24.95 24.19 -0.428
O 15.44 -21.24 35.34 -0.183
O 13.68 -24.11 39.24 -0.420
O 12.69 -30.52 31.87 -0.032
O 22.51 -24.23 31.35 -0.279
N 19.98 -22.57 29.19 -0.716
N 9.44 -32.10 30.87 -0.734
N 14.85 -29.99 29.78 -0.824
N 13.55 -22.34 29.33 -0.406
N 12.14 -25.95 37.72 -0.790
N 15.13 -26.96 23.44 -0.714
N 14.60 -18.23 37.22 -0.766
C 16.56 -24.93 32.01 -1.120
C 23.88 -24.50 31.24 -0.729
C 18.04 -27.40 29.10 -1.091
C 10.54 -31.73 31.77 0.474
C 11.21 -33.01 32.27 -1.354
C 15.76 -27.21 25.81 -1.425
C 19.91 -24.64 30.49 -1.345
C 13.47 -23.90 37.86 -0.545
C 14.67 -26.83 24.84 0.776
C 9.87 -23.85 28.02 -0.833
C 15.47 -19.86 35.63 -0.960
C 13.08 -22.04 27.90 0.165
C 12.78 -26.32 29.89 0.500
C 16.17 -21.63 34.21 -0.738
C 13.84 -22.89 39.97 -0.510
C 15.87 -29.76 30.83 1.657
C 11.55 -30.86 31.07 -0.840
C 11.93 -25.30 24.53 -0.578
C 16.17 -31.06 31.55 -1.573
C 20.55 -23.26 30.35 0.259
C 14.22 -25.40 25.09 0.337
C 12.09 -23.09 27.47 0.197
C 14.26 -21.93 26.94 -1.380
C 13.02 -24.97 35.69 -1.103
C 14.53 -19.66 36.79 0.924
C 12.39 -29.50 32.79 -1.063
C 22.06 -23.37 30.33 -0.785
C 17.14 -29.23 30.22 -1.058
C 15.18 -25.47 32.27 0.711
C 13.10 -20.02 36.52 -1.224
C 13.31 -25.23 37.17 0.456
C 13.02 -25.48 31.14 0.151
H 20.32 -25.41 29.84 0.422
H 17.32 -25.18 32.76 0.515
H 22.53 -22.38 30.45 0.399
H 14.73 -24.91 33.10 -0.280
H 17.90 -29.11 31.00 0.398
H 12.15 -24.31 35.60 0.347
H 12.14 -25.78 38.72 0.331
H 14.31 -23.30 37.46 0.430
H 14.20 -25.84 37.17 0.365
H 12.64 -19.43 35.73 0.341
H 11.99 -29.91 33.72 0.331
H 13.06 -22.86 40.74 0.261
H 12.50 -19.86 37.42 0.408
H 14.61 -26.31 22.86 0.279
H 16.44 -23.84 32.06 0.349
H 16.86 -30.84 32.36 0.415
H 13.76 -22.03 39.32 0.127
H 12.79 -26.06 32.04 0.377
H 16.58 -31.76 30.82 0.401
H 15.10 -24.75 25.03 0.279
H 13.93 -25.25 26.15 -0.617
H 15.38 -27.16 26.84 0.114
H 16.57 -26.48 25.72 0.383
H 20.31 -23.00 28.33 0.249
H 24.16 -25.20 32.02 0.242
H 12.17 -32.78 32.72 0.317
H 17.24 -21.39 34.30 0.385
H 24.09 -24.91 30.24 0.320
H 16.96 -25.15 31.03 -0.173
H 12.83 -25.94 35.23 0.355
H 16.13 -26.79 23.37 0.258
H 9.85 -32.46 30.01 0.294
H 14.97 -21.16 27.26 0.442
H 12.58 -23.25 37.76 0.220
H 13.90 -24.49 35.26 -0.037
H 24.49 -23.58 31.32 0.287
H 17.41 -29.96 29.45 0.287
H 18.83 -24.58 30.36 0.319
H 14.96 -20.22 37.63 0.086
H 20.22 -22.69 31.23 0.355
H 13.83 -27.53 24.94 0.253
H 14.04 -18.10 38.06 0.268
H 12.54 -24.08 27.47 -0.270
H 17.82 -26.37 28.81 0.266
H 11.92 -31.39 30.19 0.378
H 11.36 -25.44 23.61 0.345
H 14.12 -30.44 30.31 0.226
H 13.97 -23.28 29.30 0.121
H 11.39 -33.74 31.48 0.342
H 13.35 -29.05 33.08 0.237
H 15.21 -26.53 32.56 0.085
H 11.16 -29.90 30.69 0.382
H 16.49 -19.57 35.92 0.316
H 15.70 -21.29 33.28 0.336
H 9.15 -23.86 28.83 0.307
H 10.54 -33.47 33.00 0.342
H 15.26 -31.51 31.97 0.335
H 11.74 -22.89 26.46 0.549
H 11.83 -26.25 25.06 0.283
H 16.08 -22.72 34.14 0.032
H 14.37 -21.73 29.38 0.323
H 13.02 -21.09 36.30 0.136
H 10.09 -31.20 32.61 0.350
H 9.38 -23.36 27.18 0.303
H 12.57 -21.07 27.95 0.195
H 14.73 -22.90 26.83 0.306
H 14.79 -22.96 40.51 0.229
H 18.45 -27.89 28.21 0.365
H 18.78 -27.36 29.91 0.411
H 11.33 -25.40 37.43 0.271
H 19.95 -24.90 31.55 0.363
H 15.45 -29.03 31.54 -0.545
H 10.16 -24.87 27.75 0.285
H 20.27 -21.60 29.19 0.266
H 16.17 -28.20 25.66 0.440
H 8.90 -31.29 30.58 0.277
H 11.71 -28.74 32.39 0.407
H 22.35 -23.80 29.36 0.340
H 15.19 -19.20 34.80 0.350
H 11.34 -24.52 25.03 0.120
H 15.55 -18.00 37.49 0.274
H 14.59 -29.07 29.46 0.175
H 13.89 -21.62 25.95 0.438

For the records above, the corresponding energy values read -9355.8584 -8830.1687 -8828.1280 -10684.9008 -120244.1327 -27453.7648 -77385.9457 -102851.6618 eV.